C24H58N7OReS2SeSi as an isolated structure, computed with wB97M-V/def2-TZVPD.

Calculated values
- LUMO level (alpha / beta) (eV) = -9.62 / -8.81
- energy above the lowest of the compared OMol25 structures with the same formula, charge and spin (eV) = 0.000
- E_HOMO (alpha / beta) (eV) = -15.19 / -15.19
- net charge = +3
- spin multiplicity = 2

Element x y z (Å)
Re: 1.01409 -1.89515 0.69671
Se: 2.83631 -2.10002 2.17415
S: -0.63237 -3.34507 1.78451
S: -0.44826 1.20242 -1.80721
Si: 5.45434 -1.68191 3.63063
O: 0.32747 0.05220 1.50435
N: 1.65070 -3.44218 -0.66875
N: -2.59896 -2.41071 3.37140
N: -1.83537 1.82950 -3.95993
N: -1.31604 3.58871 -2.46147
N: -0.60128 -1.87069 -0.85277
N: 2.14267 -0.67417 -0.74292
N: -0.79344 -2.91461 4.48888
C: -3.04587 -2.24994 4.76676
C: -0.44113 -2.92699 -1.89218
C: -1.69865 0.49422 -7.26754
C: -1.17220 0.76959 3.21468
C: -1.34191 -2.83477 3.29576
C: -2.59494 2.44459 -5.06341
C: -1.76844 -2.60320 5.55261
C: -1.07252 0.38045 1.73552
C: -3.31597 5.07928 -2.61995
C: 0.29339 0.93968 3.67608
C: 0.52208 -3.44230 4.80774
C: 2.69835 -2.90638 -1.59476
C: 4.60819 -2.14224 5.18301
C: -4.79650 5.85682 -0.71866
C: -1.28393 2.32002 -2.85265
C: 2.42749 -1.45931 -1.97391
C: -3.43310 5.29528 -1.11272
C: 6.32335 -2.92904 2.62224
C: -0.86782 1.68686 -6.79666
C: 0.46663 -4.02679 -1.36674
C: 5.67705 0.08559 3.22835
C: -1.88988 4.79831 -3.07644
C: -1.70690 2.83800 -6.23988
C: 1.08037 0.93556 2.37927
H: -1.59241 0.86570 -4.11752
H: -2.18828 -0.02950 -6.44024
H: -5.60411 5.20971 -1.06527
H: -0.72118 -0.93789 -1.29403
H: -3.15564 3.29433 -4.69947
H: -1.40224 -3.36660 -2.15133
H: -0.91658 3.72958 -1.54864
H: -1.40516 -1.77931 6.16469
H: -2.36408 3.21720 -7.02741
H: -0.04064 -2.48169 -2.79819
H: 3.01555 -0.35796 -0.33682
H: -1.67246 -0.48560 1.46432
H: 6.56836 -2.52516 1.63978
H: 2.08003 -4.20323 -0.14859
H: -3.27064 4.34538 -0.59174
H: -4.94605 6.84511 -1.15539
H: 1.11192 1.92600 1.92213
H: 2.76032 -3.51722 -2.49683
H: -2.47634 0.81105 -7.96548
H: 0.95649 -2.85283 5.61445
H: 3.65233 -2.97534 -1.07171
H: -1.33104 1.20704 1.07568
H: 7.25915 -3.23504 3.10343
H: 1.57619 -1.36418 -2.64049
H: -1.04194 3.65470 -5.94458
H: 0.60828 0.10294 4.30145
H: -3.38013 -1.23028 4.94157
H: -3.31845 1.69540 -5.38096
H: -1.45521 -2.05851 -0.33644
H: -3.97942 4.26462 -2.92588
H: -0.13660 1.36320 -6.04849
H: 3.88813 -1.37413 5.46542
H: 5.33021 -2.25127 5.99963
H: -3.23984 -2.47324 2.59793
H: -3.65018 5.98362 -3.13671
H: 2.08506 0.54024 2.46734
H: -1.68570 0.00493 3.79247
H: -2.65084 5.98867 -0.78579
H: 0.44430 1.86676 4.22550
H: 5.77275 0.23468 2.15183
H: 5.70544 -3.81972 2.49945
H: -3.87225 -2.91997 4.99119
H: -0.29460 2.07226 -7.64008
H: -1.82480 4.72225 -4.15468
H: -0.06774 -4.63054 -0.63403
H: 3.29677 -1.06171 -2.49630
H: -4.87981 5.95782 0.36309
H: 6.59908 0.45651 3.69394
H: 4.08867 -3.09386 5.06430
H: 0.78084 -4.68139 -2.18086
H: -1.89941 -3.47449 6.19296
H: -1.24462 5.62360 -2.77601
H: -1.07071 -0.23161 -7.78397
H: 4.85018 0.68827 3.60544
H: -1.72960 1.69836 3.31720
H: 1.16056 -3.38675 3.93012
H: 0.44542 -4.48084 5.13256
H: 1.60564 0.16831 -0.98811

Forces on the atoms, in the same order (eV/Å):
Re 0.181 0.218 0.667
Se 0.052 -0.003 -0.315
S 0.313 0.100 -0.329
S 0.072 -0.034 0.169
Si -0.648 -0.039 -0.374
O -0.052 -0.523 -0.095
N -0.170 -0.031 0.038
N -0.195 -0.071 0.155
N 0.012 0.163 -0.008
N -0.098 0.048 -0.108
N 0.265 0.201 -0.080
N -0.492 -0.062 -0.056
N 0.134 0.029 0.050
C 0.019 -0.014 -0.048
C 0.107 -0.154 0.063
C 0.063 0.034 0.013
C 0.116 0.059 -0.061
C 0.003 0.169 0.084
C 0.222 0.013 -0.044
C -0.015 -0.014 -0.044
C -0.164 0.108 0.142
C 0.077 0.075 0.090
C -0.090 -0.036 -0.103
C -0.033 -0.041 0.016
C 0.023 0.122 -0.052
C 0.030 -0.057 0.137
C 0.086 -0.011 0.005
C 0.013 -0.092 -0.106
C 0.102 -0.134 0.057
C -0.139 0.017 -0.029
C 0.086 -0.101 -0.026
C -0.137 -0.024 -0.048
C -0.104 0.091 -0.040
C 0.017 0.136 -0.008
C -0.152 -0.141 0.036
C 0.047 -0.086 0.026
C 0.051 0.189 0.086
H -0.011 -0.037 0.076
H -0.013 0.011 -0.032
H 0.000 0.010 0.020
H -0.117 -0.127 -0.081
H -0.123 0.033 0.103
H -0.065 0.068 -0.029
H 0.074 -0.063 0.002
H 0.026 0.028 -0.021
H 0.032 0.050 0.033
H -0.038 0.066 -0.005
H -0.020 0.063 0.113
H 0.075 -0.044 0.008
H 0.034 -0.002 0.007
H 0.024 0.008 0.057
H 0.072 0.020 0.008
H -0.023 -0.027 -0.007
H -0.085 -0.024 -0.124
H 0.006 -0.075 0.051
H 0.007 -0.024 0.028
H -0.020 0.026 -0.018
H -0.009 -0.025 0.028
H 0.082 -0.012 -0.089
H -0.025 0.022 0.017
H -0.006 0.103 0.011
H -0.049 0.030 -0.021
H -0.015 0.010 0.021
H 0.024 0.045 0.015
H -0.042 -0.005 0.051
H -0.034 0.071 0.023
H -0.025 0.042 -0.031
H 0.037 0.029 -0.023
H 0.038 0.030 0.027
H -0.006 -0.002 -0.016
H 0.068 -0.003 -0.064
H -0.015 -0.053 -0.030
H 0.040 -0.043 -0.029
H 0.016 0.025 0.021
H 0.016 -0.034 0.014
H 0.028 -0.055 0.045
H 0.055 -0.004 0.027
H 0.048 -0.021 0.056
H 0.008 -0.059 -0.047
H 0.062 -0.005 0.026
H 0.093 -0.006 -0.102
H 0.033 -0.032 0.029
H -0.022 0.057 -0.033
H -0.037 -0.005 -0.013
H -0.028 -0.025 -0.015
H 0.074 -0.044 0.036
H 0.054 -0.021 0.018
H 0.022 -0.025 0.004
H 0.052 -0.023 -0.007
H -0.028 -0.006 0.015
H 0.042 -0.001 0.042
H -0.024 -0.028 0.026
H -0.034 -0.012 -0.016
H -0.028 0.005 0.019
H 0.094 0.022 -0.086

C5H12Cl2GeSn as an isolated structure, computed with wB97M-V/def2-TZVPD.

Calculated values
- LUMO level (eV) = 0.09
- E_HOMO (eV) = -7.46
- spin multiplicity = 1

Element x y z (Å)
Sn: -1.13725 0.14200 0.53655
Ge: -0.81580 -3.04012 1.46739
Cl: 0.77955 2.16421 -2.23116
Cl: 1.28760 1.92417 0.66084
C: -2.76382 -2.85911 1.29494
C: 1.26495 3.00053 -0.76283
C: -0.42690 -3.79556 3.22434
C: 0.00249 -1.31742 1.20326
C: -0.22672 -4.32614 0.11403
H: -3.24291 -3.83183 1.41217
H: -3.04396 -2.47682 0.30956
H: 1.07228 -1.27966 1.39518
H: -0.92386 -4.76334 3.31416
H: 2.27607 3.36824 -0.88673
H: 0.84909 -4.49110 0.17791
H: 0.56249 3.79788 -0.55575
H: 0.64450 -3.94460 3.35860
H: -0.78838 -3.14395 4.01959
H: -0.45557 -3.94326 -0.88077
H: -0.73162 -5.28455 0.24694
H: -3.16495 -2.18689 2.05485

Forces on the atoms, in the same order (eV/Å):
Sn -0.188 0.145 -0.072
Ge -0.018 -0.070 -0.034
Cl -0.013 -0.020 0.015
Cl 0.089 0.025 -0.030
C -0.044 0.056 -0.054
C 0.039 -0.038 0.093
C -0.038 -0.060 0.099
C 0.156 -0.104 0.050
C 0.014 -0.026 -0.044
H -0.012 0.002 0.016
H -0.006 -0.007 0.009
H 0.012 0.081 -0.045
H 0.026 -0.012 0.052
H -0.026 0.040 -0.011
H 0.008 0.003 -0.004
H -0.005 0.008 -0.033
H 0.009 0.006 -0.004
H 0.007 0.008 0.001
H 0.008 -0.021 -0.012
H 0.006 -0.003 -0.005
H -0.026 -0.015 0.015

Listing maximum force for the structures above in their given order: 0.7 0.2 eV/Å.
Listing DFT total energy for the structures above in their given order: -135311.7425 -92769.3894 eV.